# 1
Here is a 5-piece molecular cluster, C12H28ClF5NO6P overall from the Open Molecules 2025 dataset. Energies are from ωB97M-V/def2-TZVPD.

Element x y z (Å)
C1 0.9748 -1.6246 0.5440
C2 2.1207 -0.6026 0.6048
C3 2.1089 0.3807 -0.5592
Cl1 2.0324 -0.5974 -2.0769
N1 0.9882 1.3384 -0.5041
C4 0.2784 1.5170 -1.7633
O1 0.6862 2.1923 -2.6885
O2 -0.8476 0.7808 -1.8334
P1 -2.1266 1.2837 -0.8263
C5 -3.6158 0.7267 -1.7308
C6 -2.1372 0.1975 0.6620
C7 1.3745 2.5828 0.0776
F1 0.3924 3.4648 -0.1359
F2 2.4923 3.1091 -0.4433
C8 1.5371 2.5049 1.6347
F3 1.2246 3.6938 2.1640
F4 2.7884 2.2130 1.9876
F5 0.7003 1.6089 2.1620
H1 1.3234 -2.4877 0.0051
H2 0.1272 -1.2169 0.0168
H3 0.6926 -1.9210 1.5412
H4 3.0598 -1.1322 0.5359
H5 2.1319 -0.0787 1.5482
H6 3.0754 0.8608 -0.5935
H7 -3.8172 -0.3128 -1.5377
H8 -3.4316 0.8604 -2.7853
H9 -4.4508 1.3341 -1.4320
H10 -2.4516 0.7942 1.5044
H11 -1.1653 -0.2228 0.8605
H12 -2.8685 -0.5948 0.5398
C9 6.3817 0.9038 -1.9467
O3 5.2663 1.2982 -1.1508
H13 7.1616 0.5598 -1.2732
H14 6.1093 0.0896 -2.6229
H15 6.7604 1.7468 -2.5293
H16 4.5842 1.6080 -1.7532
C10 -6.8250 -1.7723 -2.7124
O4 -5.4838 -1.3848 -2.9957
H17 -7.4671 -0.9050 -2.8395
H18 -7.1534 -2.5597 -3.3959
H19 -6.9074 -2.1227 -1.6812
H20 -4.9270 -2.1589 -2.8788
C11 4.7536 0.8762 5.1850
O5 4.8819 0.7930 3.7697
H21 5.7303 0.6769 5.6173
H22 4.4283 1.8745 5.4908
H23 4.0430 0.1340 5.5596
H24 4.0195 0.9702 3.3901
C12 -5.1244 -3.5107 0.2670
O6 -3.7975 -3.0994 -0.0582
H25 -5.7725 -2.6464 0.1545
H26 -5.4568 -4.2996 -0.4135
H27 -5.1830 -3.8656 1.2985
H28 -3.2194 -3.8587 0.0404

Computed properties:
SMILES string   CC[C@@H](Cl)N(C(=O)OP(C)C)C(F)(F)C(F)(F)F.CO.CO.CO.CO
HOMO   -8.37 eV
LUMO level   0.367 eV
Frontier orbital gap   8.732 eV


# 2
Here is a 2-piece molecular cluster, C3H10S overall from the Open Molecules 2025 dataset. Energies are from ωB97M-V/def2-TZVPD.

Element x y z (Å)
S1 0.3318 -1.0860 -2.2222
H1 -0.5880 -1.9487 -2.6723
H2 0.4141 -1.7212 -1.0473
C1 0.7458 1.6793 1.2859
C2 0.1118 0.3236 1.6445
C3 -1.4142 0.3690 1.6224
H3 1.1469 1.6334 0.2846
H4 1.5653 1.9119 1.9401
H5 0.0287 2.4967 1.3372
H6 0.4197 0.0530 2.6550
H7 0.4364 -0.4792 0.9840
H8 -1.8567 -0.5856 1.9308
H9 -1.7776 1.0815 2.3461
H10 -1.8240 0.5824 0.6399

Computed properties:
SMILES string   CCC.S
HOMO   -9.84 eV
LUMO level   0.883 eV
Relative energy (zero: lowest compared OMol25 entry of this formula, charge and spin)   3.7 kcal/mol
Frontier orbital gap   10.722 eV


# 3
Here is C36H40F9INiO2PSbSi2Te as an isolated structure from the Open Molecules 2025 dataset. Energies are from ωB97M-V/def2-TZVPD.

Element x y z (Å)
Ni1 0.5057 -0.6793 -0.8316
I1 0.5893 -2.6623 -2.3264
C1 1.4419 -3.7553 -0.7990
C2 1.6762 -5.0901 -0.9096
C3 2.3206 -5.7496 0.1637
C4 2.7216 -5.0429 1.2581
C5 2.4950 -3.6460 1.3581
C6 2.9768 -2.9020 2.4627
C7 2.8133 -1.5504 2.4895
C8 2.1002 -0.8880 1.4580
C9 1.5491 -1.5640 0.3925
C10 1.8082 -2.9713 0.3195
H1 1.3867 -5.6436 -1.7924
H2 2.5090 -6.8124 0.0962
H3 3.2392 -5.5398 2.0693
H4 3.5036 -3.4195 3.2550
H5 3.2226 -0.9721 3.3099
H6 2.0173 0.1905 1.5074
C11 -1.5860 5.4649 -5.0037
Si1 -1.8945 4.5180 -3.4334
C12 -1.7878 5.6463 -1.9611
C13 -3.5324 3.6444 -3.5099
C14 -0.4713 3.2448 -3.3689
Te1 -0.1177 2.0918 -1.6607
C15 1.9491 1.8529 -1.8829
Si2 3.1146 3.2267 -1.2389
C16 3.0524 3.1989 0.6171
C17 4.7900 2.7077 -1.8598
C18 2.6619 4.8807 -1.9534
H7 -2.3141 6.2742 -5.1029
H8 -1.6804 4.8315 -5.8886
H9 -0.5911 5.9160 -5.0178
H10 -2.4947 6.4691 -2.0978
H11 -0.7876 6.0732 -1.8604
H12 -2.0309 5.1376 -1.0276
H13 -4.2440 4.2964 -4.0230
H14 -3.9351 3.4152 -2.5237
H15 -3.4755 2.7102 -4.0716
H16 0.4740 3.7733 -3.5184
H17 -0.5957 2.5021 -4.1623
H18 2.0681 1.7033 -2.9587
H19 2.2311 0.9171 -1.3907
H20 3.3591 2.2174 0.9895
H21 2.0423 3.4088 0.9709
H22 3.7308 3.9423 1.0428
H23 5.0256 1.6817 -1.5672
H24 5.5774 3.3524 -1.4622
H25 4.8351 2.7678 -2.9497
H26 1.6714 5.2114 -1.6397
H27 2.7026 4.8589 -3.0459
H28 3.3862 5.6305 -1.6246
O1 0.2308 0.8919 0.4311
O2 -1.1341 1.0175 0.8485
F1 2.0009 -0.7482 9.0443
C19 1.6044 -0.3967 7.8180
C20 1.3431 0.9356 7.5630
C21 0.9343 1.2969 6.2886
C22 0.7813 0.3231 5.3005
C23 1.0603 -1.0139 5.5896
C24 1.4723 -1.3836 6.8579
Sb1 -0.0132 0.7886 3.4156
C25 -1.9699 0.0925 3.5191
C26 -2.9706 0.9087 4.0395
C27 -4.2742 0.4403 4.1093
C28 -4.5398 -0.8354 3.6516
F2 -5.7964 -1.2888 3.7136
C29 -3.5642 -1.6632 3.1284
C30 -2.2662 -1.1867 3.0565
C31 0.0617 2.8409 3.2486
C32 1.2205 3.5024 3.6654
C33 1.3418 4.8696 3.4884
C34 0.3007 5.5440 2.8766
F3 0.4188 6.8617 2.6919
C35 -0.8508 4.9160 2.4387
C36 -0.9634 3.5493 2.6167
H29 1.4578 1.6641 8.3537
H30 0.7190 2.3378 6.0842
H31 0.9577 -1.7811 4.8300
H32 1.6896 -2.4115 7.1135
H33 -2.7509 1.9067 4.4000
H34 -5.0763 1.0457 4.5082
H35 -3.8313 -2.6501 2.7768
H36 -1.4974 -1.8149 2.6209
H37 2.0392 2.9614 4.1254
H38 2.2224 5.4129 3.8022
H39 -1.6267 5.4931 1.9549
H40 -1.8421 3.0416 2.2447
F4 -1.8210 -0.4430 -0.7613
P1 -2.3088 1.0478 -0.3678
F5 0.1357 3.6703 -0.5810
F6 -3.4729 0.5572 0.5365
F7 -0.1658 0.2809 -2.6659
F8 -2.6336 2.6008 -0.1125
F9 -3.0413 1.1243 -1.7630

Computed properties:
HOMO (alpha / beta)   -10.69 / -10.75 eV
LUMO level (alpha / beta)   -2.947 / -5.202 eV
Charge   +1
<S²>   0.755
Relative energy (zero: lowest compared OMol25 entry of this formula, charge and spin)   0.0 kcal/mol
Frontier orbital gap (alpha / beta)   7.748 / 5.544 eV
2S+1   2


# 4
Here is a 2-piece molecular cluster, C6H16N2 overall from the Open Molecules 2025 dataset. Energies are from ωB97M-V/def2-TZVPD.

Element x y z (Å)
C1 -0.9761 0.3338 -1.0286
N1 -0.0518 0.3243 -0.0250
C2 1.3286 -2.8001 0.3549
C3 2.2424 -1.5067 0.4620
C4 0.0933 -2.7032 1.3138
C5 -0.2166 1.6963 -1.2272
N2 -0.4629 2.7428 -0.1317
C6 -1.7881 3.3336 -0.0792
H1 -2.0364 0.6983 -0.8889
H2 -0.9034 -0.5321 -1.7390
H3 1.0601 -2.9227 -0.6559
H4 1.7907 -3.7044 0.6656
H5 1.9044 -0.6691 1.1686
H6 3.1592 -1.8581 0.8296
H7 2.2478 -0.9541 -0.4946
H8 0.4611 -2.7931 2.3210
H9 -0.4534 -1.7399 1.2176
H10 -0.5535 -3.5603 1.0572
H11 -0.6886 2.1989 -2.2066
H12 0.7907 1.6239 -1.5866
H13 -0.3369 2.1473 0.7720
H14 -1.7296 4.2191 0.4602
H15 -2.7114 2.8360 0.4750
H16 -2.1697 3.5894 -1.0341

Computed properties:
HOMO   -8.19 eV
LUMO level   -0.377 eV
Relative energy (zero: lowest compared OMol25 entry of this formula, charge and spin)   157.7 kcal/mol
Frontier orbital gap   7.815 eV


# 5
Here is an isolated ion of composition C8H17N2 and charge +1 from the Open Molecules 2025 dataset. Energies are from ωB97M-V/def2-TZVPD.

Element x y z (Å)
C1 1.1308 -1.6663 -0.5033
C2 -0.0121 -2.2136 -0.7478
C3 0.0964 0.4553 -0.1591
C4 0.1289 1.4742 0.9747
C5 0.0567 1.2585 -1.4375
C6 2.6118 0.0966 0.2242
C7 -2.2386 -0.1653 -0.5375
C8 -1.1984 -0.9725 1.4695
N1 1.3142 -0.3584 -0.1542
N2 -0.9875 -0.4107 0.1148
H1 2.0301 -2.1326 -0.7108
H2 -0.7897 -2.7546 -1.1476
H3 -0.8899 1.7819 1.0948
H4 0.5302 2.4967 0.6491
H5 0.5526 1.2002 1.9462
H6 0.0417 0.8488 -2.4621
H7 0.9794 1.7259 -1.2615
H8 -0.7372 2.0342 -1.3920
H9 3.3600 -0.6964 0.2107
H10 2.9139 0.8656 -0.4785
H11 2.6352 0.5854 1.2395
H12 -2.6301 0.7709 -0.2294
H13 -2.1649 -0.0276 -1.6554
H14 -2.9820 -0.9620 -0.3584
H15 -1.8432 -0.1926 1.9516
H16 -1.6361 -1.9583 1.4662
H17 -0.2721 -1.0833 1.8938

Computed properties:
HOMO   -12.81 eV
LUMO level   -4.544 eV
Charge   +1
Relative energy (zero: lowest compared OMol25 entry of this formula, charge and spin)   107.7 kcal/mol
Frontier orbital gap   8.268 eV


# 6
Here is one molecule with the formula C5H8N2O2 from the Open Molecules 2025 dataset. Energies are from ωB97M-V/def2-TZVPD.

Element x y z (Å)
C1 0.3501 1.7961 -0.4591
C2 0.0439 0.3157 0.0909
C3 0.8496 -0.2114 1.2333
C4 -0.5485 -0.4775 1.1927
C5 -0.2194 -0.4853 -1.1313
H1 1.8901 1.2055 -1.8441
H2 -0.4020 2.2721 -1.0760
H3 0.4578 2.2993 0.5647
H4 1.4592 -1.2230 1.4400
H5 1.1351 0.5997 2.0444
H6 -1.1161 -0.0428 1.9124
H7 -2.1533 -2.1560 1.1062
H8 -1.4404 -2.2313 -1.3876
N1 -1.0474 -1.8839 0.6587
N2 -1.0475 -1.4646 -0.7736
O1 1.5905 1.9963 -1.2614
O2 0.1984 -0.3090 -2.3100

Computed properties:
SMILES string   O=C1NN[C@H]2C[C@@]12CO
HOMO   -9.18 eV
LUMO level   0.539 eV
Relative energy (zero: lowest compared OMol25 entry of this formula, charge and spin)   136.8 kcal/mol
Frontier orbital gap   9.719 eV


# 7
Here is an isolated ion of composition C7H17N2S and charge +1 from the Open Molecules 2025 dataset. Energies are from ωB97M-V/def2-TZVPD.

Element x y z (Å)
C1 -0.7069 -1.1103 -0.7082
C2 0.1511 -1.9821 0.2921
C3 2.0229 -0.6363 0.0707
C4 -1.3378 0.1548 -0.1030
C5 -1.8843 0.9500 -1.1948
C6 -2.4319 -0.3082 0.9670
C7 3.1768 1.7250 0.1846
N1 1.5942 -1.8371 0.0858
N2 -0.2032 0.9797 0.5048
S1 3.5316 0.0500 -0.1898
H1 -0.0937 -0.8337 -1.6163
H2 -1.5920 -1.7246 -1.0012
H3 0.1118 -1.6217 1.3036
H4 0.0772 -3.0871 0.0388
H5 1.2076 0.1898 0.3791
H6 -2.6744 1.5778 -0.9235
H7 -2.3348 0.4441 -2.0227
H8 -1.1233 1.5984 -1.5319
H9 -2.8264 -1.2725 0.7330
H10 -3.2826 0.3878 0.9182
H11 -1.9848 -0.2475 1.9735
H12 2.1612 1.8884 -0.1648
H13 3.6534 2.4253 -0.4674
H14 3.2311 1.9204 1.3278
H15 2.0594 -2.6665 -0.2168
H16 -0.5141 1.1667 1.3988
H17 0.0119 1.8696 -0.0373

Computed properties:
HOMO   -13.35 eV
LUMO level   -3.519 eV
Charge   +1
Relative energy (zero: lowest compared OMol25 entry of this formula, charge and spin)   48.0 kcal/mol
Frontier orbital gap   9.834 eV


Sequential DFT total energy output: -2281.0457, -518.4659, -5679.5164, -347.4736, -424.1432, -455.1405, -784.3085 a.u.
Sequential M output: 443.77, 78.18, 1197.80, 116.21, 141.24, 128.13, 161.29 g/mol
Sequential maximum force output: 2.374, 0.761, 0.961, 4.335, 5.580, 5.137, 2.737 eV/A